22
Properties=species:S:1:pos:R:3:forces:R:3 method="wB97M-V/def2-TZVPD" e_tot_ev=-19221.8993 relative_energy_ev=5.397 lumo_ev=-2.896 orbital_gap_ev=5.21 e_homo_ha=-0.298
C -1.059670 -1.026890 0.064889 -1.6 -0.2 0.2
N -1.461938 -0.615649 -1.108636 -0.1 -0.7 -0.3
C 0.420526 1.704737 -1.389550 -1.1 -0.6 0.2
C 1.625313 1.302380 -1.061624 0.7 -0.1 0.5
S 0.061156 0.258637 2.562598 -1.0 -0.6 0.5
C -0.531737 2.372572 -0.441032 0.9 0.5 0.0
C 0.167496 -2.169128 -0.134104 1.7 0.2 -0.8
N 0.811486 -2.383809 1.067708 -0.5 -0.6 0.0
H -1.781267 -1.442523 0.789206 -0.1 -0.1 -0.3
H -0.496349 -0.216342 0.643850 1.4 0.4 0.3
H -2.427304 -0.905514 -1.265436 -0.3 0.4 0.0
H -0.000219 1.366127 -2.325666 0.1 0.4 -0.4
H 1.977839 1.426012 -0.041102 0.2 0.2 -0.1
H 2.276876 0.813509 -1.768556 0.1 -0.1 -0.1
H 0.841005 1.105328 3.245458 0.4 0.3 -0.7
H -0.065476 2.455971 0.543248 -0.2 0.0 0.0
H -0.703135 3.391951 -0.799934 -0.4 -0.1 0.1
H -1.468312 1.833513 -0.345118 -0.2 0.1 -0.1
H 0.835649 -1.703275 -0.862770 -0.2 0.3 0.1
H -0.260904 -3.047053 -0.614127 -0.4 0.1 0.4
H 0.361686 -3.034381 1.701094 -0.1 0.0 -0.1
H 0.877275 -1.486165 1.539600 0.9 0.4 0.7